(1)
# C39H50BrIIrN5P2

C39H50BrIIrN5P2 as an isolated structure (wB97M-V/def2-TZVPD, OMol25).

Atoms and positions in Å:
Ir -0.58 -0.70 -0.90
N -2.20 -1.82 -1.67
C -3.22 -1.13 -2.48
C -4.29 -1.83 -3.01
C -5.28 -1.12 -3.68
C -5.21 0.26 -3.79
C -4.12 0.94 -3.26
C -3.10 0.24 -2.62
P -1.55 0.96 -2.05
C -2.00 2.46 -1.17
C -1.55 3.72 -1.56
C -2.00 4.85 -0.88
C -2.91 4.72 0.16
C -3.37 3.47 0.53
C -2.91 2.34 -0.12
C -0.62 1.45 -3.52
C 0.62 2.05 -3.33
C 1.38 2.43 -4.43
C 0.92 2.17 -5.71
C -0.31 1.56 -5.90
C -1.09 1.21 -4.80
H -1.92 -2.68 -2.14
H -2.65 -2.12 -0.80
H -4.37 -2.91 -2.90
H -6.12 -1.65 -4.10
H -5.99 0.81 -4.29
H -4.05 2.02 -3.35
H -0.86 3.84 -2.38
H -1.66 5.83 -1.19
H -3.27 5.61 0.67
H -4.10 3.37 1.33
H -3.29 1.36 0.15
H 1.00 2.24 -2.33
H 2.34 2.92 -4.28
H 1.52 2.46 -6.57
H -0.67 1.37 -6.90
H -2.05 0.75 -4.97
N -0.08 -0.62 0.82
P 0.54 -0.61 2.35
N 0.86 -2.16 2.75
C 0.91 -2.60 4.16
C -0.09 -3.72 4.41
C 0.11 -4.86 3.42
C 0.08 -4.35 1.98
C 1.11 -3.25 1.80
N 1.90 0.28 2.35
C 1.95 1.60 1.70
C 2.65 1.55 0.35
C 4.03 0.91 0.47
C 3.93 -0.46 1.14
C 3.24 -0.34 2.48
N -0.45 0.00 3.49
C -1.82 -0.52 3.61
C -2.83 0.51 3.14
C -2.65 1.82 3.90
C -1.22 2.33 3.76
C -0.24 1.26 4.21
H 0.71 -1.74 4.80
H 1.92 -2.94 4.37
H -1.11 -3.32 4.32
H 0.03 -4.07 5.43
H -0.64 -5.64 3.57
H 1.08 -5.33 3.61
H -0.91 -3.96 1.74
H 0.30 -5.17 1.28
H 1.11 -2.85 0.79
H 2.12 -3.64 1.99
H 2.51 2.27 2.38
H 0.94 2.00 1.62
H 2.73 2.57 -0.04
H 2.04 0.97 -0.35
H 4.69 1.55 1.07
H 4.49 0.82 -0.51
H 4.93 -0.89 1.30
H 3.38 -1.16 0.51
H 3.82 0.31 3.15
H 3.13 -1.30 2.98
H -1.99 -0.77 4.66
H -1.90 -1.45 3.04
H -3.84 0.12 3.27
H -2.67 0.69 2.07
H -2.88 1.66 4.96
H -3.36 2.57 3.55
H -1.07 3.23 4.36
H -1.02 2.60 2.72
H -0.39 1.05 5.28
H 0.80 1.57 4.10
Br 2.87 -3.92 -1.31
C 3.58 -2.48 -2.31
C 4.97 -2.35 -2.36
C 5.54 -1.30 -3.07
C 4.74 -0.38 -3.73
C 3.36 -0.51 -3.69
C 2.79 -1.56 -2.99
I 0.72 -1.82 -3.13
H 5.59 -3.07 -1.84
H 6.62 -1.22 -3.11
H 5.19 0.43 -4.29
H 2.73 0.18 -4.23

Results
Net charge   +2
Gap between HOMO and LUMO   0.265 hartree
LUMO   -0.2325 Eh
Electronic energy   -5448.237110 Ha
HOMO level   -13.53 eV
Largest force on an atom   1.14 eV Å⁻¹



(2)
# C4H5N3O

One molecule with the formula C4H5N3O (wB97M-V/def2-TZVPD, OMol25).

Atoms and positions in Å:
N -1.07 -1.72 1.13
C -0.33 -0.85 0.31
C -0.16 0.55 0.55
C 0.48 1.25 -0.41
O 1.14 2.50 -0.19
N 0.84 0.65 -1.59
C 0.55 -0.54 -1.81
N 0.05 -1.41 -0.83
H -1.79 -1.03 1.59
H -0.48 -2.22 1.86
H -0.56 0.91 1.52
H 0.60 2.84 0.63
H 0.74 -0.93 -2.76

Results
Net charge   0
SMILES string   Nc1cc(O)ncn1
Gap between HOMO and LUMO   0.378 hartree
LUMO   0.0197 Eh
Electronic energy   -394.901061 Ha
ΔE to the lowest compared entry with this formula, charge and spin   1.809 eV
HOMO level   -9.74 eV
Largest force on an atom   5.23 eV Å⁻¹



(3)
# C5H8N3O3

C5H8N3O3 as an isolated structure (wB97M-V/def2-TZVPD, OMol25).

Atoms and positions in Å:
C -1.99 1.20 1.23
C -1.99 2.58 1.17
C 1.01 -0.49 -1.03
C -0.58 -0.46 0.24
C 2.58 -1.94 -2.04
N -0.55 1.83 -0.32
N -1.06 0.81 0.29
N -2.67 3.51 1.84
O -1.11 2.94 0.22
O -1.45 -1.43 0.03
O 1.30 -1.62 -1.48
H -2.51 0.51 1.86
H 1.69 0.35 -0.99
H 2.39 -2.55 -2.92
H 3.14 -2.53 -1.31
H 3.14 -1.04 -2.31
H -3.28 3.24 2.59
H -2.56 4.48 1.60
H -1.10 -2.29 0.30

Results
Net charge   +1
Gap between HOMO and LUMO (alpha / beta)   0.262 / 0.262 hartree
LUMO (alpha / beta)   -0.1557 / -0.1558 Eh
Electronic energy   -584.822275 Ha
ΔE to the lowest compared entry with this formula, charge and spin   7.209 eV
HOMO level (alpha / beta)   -11.36 / -11.36 eV
Largest force on an atom   5.65 eV Å⁻¹



(4)
# C26H30N6O4

One molecule with the formula C26H30N6O4 (wB97M-V/def2-TZVPD, OMol25).

Atoms and positions in Å:
C 5.33 -0.93 -3.72
O 4.39 0.09 -3.42
C 3.13 -0.22 -3.01
C 2.49 0.78 -2.30
C 1.18 0.64 -1.84
C 0.51 1.62 -1.05
C -0.73 1.41 -0.57
C -1.40 2.33 0.42
N -1.07 2.03 1.81
C -1.39 0.67 2.19
C -0.45 -0.39 1.72
N 0.81 -0.26 1.37
N 1.25 -1.46 1.03
N 0.34 -2.33 1.16
N -0.76 -1.71 1.60
C -1.98 -2.44 1.84
C -2.66 -2.81 0.54
C -1.94 -3.49 -0.44
C -2.55 -3.82 -1.64
C -3.87 -3.48 -1.87
C -4.58 -2.81 -0.89
C -3.98 -2.47 0.31
C 0.25 2.47 2.24
C 0.30 3.99 2.43
C -0.75 4.47 3.44
C -0.02 4.29 4.78
C 1.47 4.35 4.39
O 1.55 4.39 2.98
C -1.47 0.20 -0.90
O -2.61 -0.05 -0.54
N -0.79 -0.71 -1.68
C 0.50 -0.56 -2.12
C 1.13 -1.57 -2.83
C 2.43 -1.42 -3.29
O 3.08 -2.38 -4.01
C 2.45 -3.62 -4.22
H 5.35 -1.69 -2.94
H 5.12 -1.40 -4.68
H 6.29 -0.42 -3.76
H 3.04 1.68 -2.10
H 1.04 2.53 -0.82
H -2.49 2.22 0.32
H -1.13 3.37 0.23
H -2.39 0.45 1.80
H -1.42 0.63 3.29
H -2.64 -1.82 2.45
H -1.71 -3.34 2.39
H -0.91 -3.75 -0.25
H -1.98 -4.35 -2.40
H -4.34 -3.73 -2.81
H -5.61 -2.53 -1.07
H -4.54 -1.93 1.06
H 0.46 2.00 3.20
H 1.05 2.16 1.55
H 0.22 4.50 1.47
H -0.97 5.52 3.27
H -1.66 3.89 3.36
H -0.27 3.32 5.22
H -0.28 5.07 5.49
H 1.96 5.25 4.77
H 2.02 3.48 4.77
H -1.28 -1.57 -1.88
H 0.58 -2.48 -3.03
H 3.17 -4.23 -4.76
H 2.20 -4.11 -3.27
H 1.54 -3.52 -4.82

Results
Net charge   0
SMILES string   COc1cc2cc(CN(Cc3nnnn3Cc3ccccc3)C[C@H]3CCCO3)c(=O)[nH]c2cc1OC
Gap between HOMO and LUMO   0.298 hartree
LUMO   0.0184 Eh
Electronic energy   -1638.213176 Ha
ΔE to the lowest compared entry with this formula, charge and spin   2.732 eV
HOMO level   -7.60 eV
Largest force on an atom   1.53 eV Å⁻¹



(5)
# C7H11FNO

A 3-piece molecular cluster, C7H11FNO overall (wB97M-V/def2-TZVPD, OMol25).

Atoms and positions in Å:
C 1.35 -1.24 0.55
C 2.73 -1.12 0.71
C 2.07 0.86 0.22
C 0.90 0.05 0.17
C -0.77 4.73 -0.04
C -1.37 -0.48 -0.65
C -0.44 0.44 -0.20
N -1.85 -3.67 -0.43
O 3.13 0.12 0.53
F -0.56 1.74 -0.30
H 0.80 -2.15 0.51
H 3.53 -1.82 1.19
H 2.23 1.99 0.12
H -1.34 5.30 -0.71
H 0.25 5.08 0.09
H -1.22 3.93 0.54
H -2.28 -0.15 -1.05
H -1.34 -1.61 -0.47
H -1.19 -4.32 -0.74
H -2.77 -4.02 -0.67
H -1.84 -3.66 0.64

Results
Net charge   +1
Gap between HOMO and LUMO (alpha / beta)   0.353 / 0.132 hartree
LUMO (alpha / beta)   -0.1608 / -0.2842 Eh
Electronic energy   -502.734773 Ha
ΔE to the lowest compared entry with this formula, charge and spin   3.584 eV
HOMO level (alpha / beta)   -13.98 / -11.34 eV
Largest force on an atom   4.16 eV Å⁻¹



(6)
# C5H7N3O2

A 2-piece molecular cluster, C5H7N3O2 overall (wB97M-V/def2-TZVPD, OMol25).

Atoms and positions in Å:
C 0.49 2.13 -0.05
C 1.33 0.99 -0.64
C 1.32 -0.21 0.23
N 2.19 -0.40 1.19
O 1.88 -1.57 1.79
N 0.83 -2.15 1.22
C 0.42 -1.33 0.29
C -0.72 -1.64 -0.53
N -1.42 -1.90 -1.43
H 0.50 2.99 -0.73
H -0.55 1.82 0.10
H 0.91 2.44 0.92
H 0.95 0.71 -1.63
H 2.37 1.31 -0.77
O -3.77 -1.24 0.23
H -3.27 -0.46 0.53
H -3.44 -1.47 -0.71

Results
Net charge   0
SMILES string   CCc1nonc1C#N.O
Gap between HOMO and LUMO   0.395 hartree
LUMO   -0.0133 Eh
Electronic energy   -509.375332 Ha
ΔE to the lowest compared entry with this formula, charge and spin   3.379 eV
HOMO level   -11.11 eV
Largest force on an atom   2.38 eV Å⁻¹



(7)
# C8H21I2O2P2Tb

C8H21I2O2P2Tb as an isolated structure (wB97M-V/def2-TZVPD, OMol25).

Atoms and positions in Å:
I -1.12 -4.88 -1.01
I 1.25 -4.57 0.26
Tb -0.36 0.14 -0.29
P 1.55 0.11 -2.02
C 3.30 0.35 -1.64
C 1.33 -1.38 -3.05
H 1.90 -1.23 -3.96
H 1.59 1.56 -3.97
H 0.25 -1.51 -3.27
H -0.07 1.47 -3.29
H 3.62 -0.51 -1.01
H 1.63 -2.26 -2.46
C 1.01 1.55 -3.05
H 3.85 0.41 -2.58
H 1.13 2.49 -2.48
H 3.42 1.27 -1.03
P -1.71 -0.23 1.87
C -1.05 -0.10 3.55
C -2.95 1.14 1.66
H -3.03 -1.86 0.65
H -3.43 -1.79 2.41
H -1.93 -2.63 1.79
C -2.63 -1.79 1.68
H -3.36 1.12 0.64
H -3.74 1.00 2.39
H -1.88 -0.19 4.26
H -0.51 0.86 3.65
H -2.45 2.11 1.78
H -0.30 -0.92 3.67
C 1.60 -0.03 1.34
O 2.43 0.31 2.06
C 0.27 3.33 0.52
O 0.01 2.01 0.19
H 1.27 3.65 0.25
H 0.12 3.54 1.58
H -0.45 3.92 -0.05

Results
Net charge   +2
Gap between HOMO and LUMO (alpha / beta)   0.247 / 0.282 hartree
LUMO (alpha / beta)   -0.2979 / -0.2635 Eh
Multiplicity   7
Expectation value of S²   12.0886
Electronic energy   -2569.822624 Ha
HOMO level (alpha / beta)   -14.83 / -14.83 eV
Largest force on an atom   4.13 eV Å⁻¹



(8)
# H30O15

A 15-piece molecular cluster, H30O15 overall (wB97M-V/def2-TZVPD, OMol25).

Atoms and positions in Å:
H 1.12 -0.44 -0.66
H -0.23 0.29 -0.35
H -3.96 -0.47 1.43
H -5.17 -0.74 2.40
H 2.78 -2.31 -1.96
H 1.63 -1.53 -2.46
H -1.30 2.80 -1.00
H -2.72 2.97 -1.48
H -0.84 1.29 -4.26
H -2.19 1.94 -4.06
H 1.81 -4.96 1.05
H 0.79 -4.15 0.21
H -3.00 3.23 2.52
H -1.95 3.61 1.48
H -1.23 -2.20 -3.80
H 0.27 -1.87 -4.15
H 1.21 -2.28 1.60
H 1.57 -0.83 1.54
H -0.04 -0.23 3.21
H -0.05 0.92 2.12
H 1.15 2.44 -1.25
H -0.13 1.77 -1.69
H -1.69 -0.26 0.53
H -1.99 1.26 0.79
H 2.47 -2.49 2.60
H 3.23 -2.49 1.20
H 2.31 1.74 3.78
H 1.05 2.16 2.87
H 2.44 0.98 -1.29
H 2.50 0.88 0.28
O 0.20 -0.22 -1.02
O -4.28 -1.11 2.09
O 2.44 -1.35 -2.01
O -1.98 2.37 -1.45
O -1.21 2.17 -4.11
O 1.54 -4.07 0.75
O -2.85 3.59 1.63
O -0.49 -2.28 -4.46
O 0.87 -1.41 1.73
O -0.17 0.01 2.26
O 0.74 1.50 -1.39
O -2.20 0.55 0.27
O 2.81 -3.02 1.95
O 1.73 1.43 3.10
O 3.03 0.80 -0.51

Results
Net charge   0
Gap between HOMO and LUMO   0.298 hartree
LUMO   -0.0220 Eh
Electronic energy   -1146.245695 Ha
ΔE to the lowest compared entry with this formula, charge and spin   10.731 eV
HOMO level   -8.70 eV
Largest force on an atom   9.98 eV Å⁻¹



What did the eighth record say?
# H30O15

A 15-piece molecular cluster, H30O15 overall (wB97M-V/def2-TZVPD, OMol25).

Atoms and positions in Å:
H 1.12 -0.44 -0.66
H -0.23 0.29 -0.35
H -3.96 -0.47 1.43
H -5.17 -0.74 2.40
H 2.78 -2.31 -1.96
H 1.63 -1.53 -2.46
H -1.30 2.80 -1.00
H -2.72 2.97 -1.48
H -0.84 1.29 -4.26
H -2.19 1.94 -4.06
H 1.81 -4.96 1.05
H 0.79 -4.15 0.21
H -3.00 3.23 2.52
H -1.95 3.61 1.48
H -1.23 -2.20 -3.80
H 0.27 -1.87 -4.15
H 1.21 -2.28 1.60
H 1.57 -0.83 1.54
H -0.04 -0.23 3.21
H -0.05 0.92 2.12
H 1.15 2.44 -1.25
H -0.13 1.77 -1.69
H -1.69 -0.26 0.53
H -1.99 1.26 0.79
H 2.47 -2.49 2.60
H 3.23 -2.49 1.20
H 2.31 1.74 3.78
H 1.05 2.16 2.87
H 2.44 0.98 -1.29
H 2.50 0.88 0.28
O 0.20 -0.22 -1.02
O -4.28 -1.11 2.09
O 2.44 -1.35 -2.01
O -1.98 2.37 -1.45
O -1.21 2.17 -4.11
O 1.54 -4.07 0.75
O -2.85 3.59 1.63
O -0.49 -2.28 -4.46
O 0.87 -1.41 1.73
O -0.17 0.01 2.26
O 0.74 1.50 -1.39
O -2.20 0.55 0.27
O 2.81 -3.02 1.95
O 1.73 1.43 3.10
O 3.03 0.80 -0.51

Results
Net charge   0
Gap between HOMO and LUMO   0.298 hartree
LUMO   -0.0220 Eh
Electronic energy   -1146.245695 Ha
ΔE to the lowest compared entry with this formula, charge and spin   10.731 eV
HOMO level   -8.70 eV
Largest force on an atom   9.98 eV Å⁻¹



Question: Which of these has the highest largest force on an atom?
Answer: H30O15



Question: Which of these has the highest largest force on an atom?
Answer: H30O15



Question: Look up the electronic energy of the fifth one.
Answer: -502.734773 Ha